Molecular formula: C18H33BF2N4O6
Method: DFT, ωB97M-V/def2-TZVPD

Geometry as XYZ:
```
64
Properties=species:S:1:pos:R:3:mulliken_charge:R:1
O 3.640 -5.386 -2.924 -0.406
C 0.390 4.221 1.893 -0.707
C -5.730 2.067 2.642 -0.792
C 2.110 -0.982 -3.173 -0.377
H -1.684 3.574 2.749 0.189
H 1.236 4.836 2.429 0.290
O 2.284 -6.119 -1.157 -0.400
N 0.722 -0.583 -2.720 0.506
C -0.527 3.389 2.967 -0.342
C 3.345 1.704 0.452 -0.595
H 1.367 0.429 0.376 -0.339
H -3.159 -1.939 -0.005 0.261
C 3.684 -4.499 -1.920 0.639
H -5.014 -1.822 -0.395 0.302
C 2.852 -4.948 -0.837 0.657
H 3.281 3.887 1.108 0.302
H -0.459 -2.410 -3.027 0.294
H -2.941 -2.029 -2.210 0.326
H 1.187 1.719 -2.114 0.363
O 4.339 -3.470 -1.945 -0.606
H -0.333 3.894 4.031 0.236
H 2.181 -2.166 -3.076 0.124
H 2.438 -1.829 -0.517 0.087
C -1.466 -0.496 -2.116 0.338
O 2.675 -4.369 0.222 -0.624
N -0.411 -1.412 -2.702 -0.434
C 3.223 -0.344 -2.152 -0.718
F 1.617 -6.571 -3.413 -0.382
H -0.322 5.006 1.348 0.299
H -5.426 3.039 2.038 0.245
H -0.072 1.198 2.137 -0.012
O -3.772 -0.352 -1.373 -0.269
C 1.108 3.308 0.735 0.168
H -6.198 1.217 0.462 0.200
H 3.614 2.122 -0.607 0.209
H -3.490 -0.861 2.043 0.261
O -5.544 -0.378 1.721 -0.390
H -6.607 2.360 3.359 0.297
H 0.446 2.405 0.397 -0.282
H 4.286 -0.718 -2.545 0.323
C -0.137 1.805 3.136 -0.625
N -1.026 0.922 -1.797 -0.428
H -3.725 0.790 1.152 0.332
H -1.026 1.311 3.760 0.322
H 2.612 2.746 2.451 0.267
H 4.194 -1.150 -0.245 0.342
C -4.066 -1.177 -0.154 -0.276
C 0.425 0.829 -2.219 -0.027
C 2.605 2.917 1.276 -0.608
B 2.748 -6.472 -2.503 0.528
H -4.803 1.718 3.284 0.213
H 1.233 4.012 -0.215 0.326
H 2.707 -0.189 1.549 0.366
H -7.382 0.706 1.854 0.260
H 2.327 -0.743 -4.322 0.234
F 3.474 -7.732 -2.468 -0.364
H 4.387 1.521 1.003 0.258
C 2.547 0.273 0.460 0.013
H 0.823 1.670 3.831 0.248
N -2.717 -1.030 -1.928 -0.179
C -4.152 -0.297 1.226 -0.446
C -6.243 0.912 1.596 -0.142
H 3.214 0.816 -2.306 0.414
C 3.111 -0.846 -0.596 -0.268
```

Summary:
**Lowest unoccupied orbital energy**: -1.618 eV
**HOMO energy**: -9.55 eV
**Energy**: -1600.44623 a.u.
**Frontier orbital gap**: 7.936 eV